# 1
Formula: C18H24N5O3TeZr
Source: the OMol25 dataset
Level of theory: ωB97M-V/def2-TZVPD

For the LUMO energy, the calculation gives -10.5 eV. As for the charge: +3. The calculation puts the orbital gap at 6.25 eV. The calculation puts the HOMO energy at -16.79 eV. The multiplicity is 1.

XYZ file:
```
52
Properties=species:S:1:pos:R:3:nbo_charge:R:1
C 3.2371 -1.4635 0.6435 0.952
C -3.8473 0.9821 -0.2786 -0.705
H -3.9232 1.3288 -1.3131 0.289
H -4.9129 -1.5868 -0.1792 0.268
Zr 0.2242 -0.7310 0.4807 2.341
O 4.1465 -2.2684 1.0232 -0.397
H -3.6698 1.8699 0.3304 0.292
C -1.7323 -3.2333 1.1179 0.089
H -0.8109 -3.6661 1.4942 0.233
C 0.3219 3.3577 0.8817 -0.153
C -0.2668 2.0571 0.6324 0.557
H -0.9818 0.1476 -3.4086 0.259
C 1.4213 5.8502 1.3637 -0.117
H 0.2837 6.5196 -0.3303 0.251
H 5.8359 -1.0715 1.3477 0.218
O 0.1853 1.0077 1.3921 -0.836
H -4.7847 0.5248 0.0180 0.255
H -1.2438 -3.7318 -1.7430 0.235
N -1.6767 -1.9675 0.6785 -0.624
H 2.4219 4.9303 3.0254 0.247
H -2.8974 -4.9863 1.4986 0.280
C -0.2359 -3.7578 -2.1472 -0.829
H 5.7758 -1.9261 -0.2562 0.214
C 1.7524 4.7818 2.1895 -0.206
H 2.4230 1.3482 0.1988 0.423
H 1.4304 2.7120 2.6225 0.225
H -4.9915 -3.9308 0.6222 0.276
N -1.1568 1.8105 -0.2811 -0.347
C -2.9041 -3.9741 1.1187 -0.207
C -4.0136 -2.0624 0.1847 -0.175
Te 0.5283 -1.7811 -2.3516 0.590
C -1.1388 -0.9274 -3.3588 -0.825
N -1.4664 0.4491 -0.2194 -0.484
C -4.0572 -3.3841 0.6382 -0.066
C -2.6923 0.0615 -0.1496 0.391
C -2.8210 -1.3776 0.2134 0.141
H -0.7090 4.3001 -0.7620 0.239
H 0.4378 -4.3179 -1.5029 0.255
H 6.0859 -2.8341 1.2447 0.266
H 4.4165 0.0032 -0.2293 0.444
C 5.5759 -1.9822 0.8121 -0.279
H -1.1614 -1.3454 -4.3618 0.274
N 3.4820 -0.3323 -0.0345 -0.447
C -0.0147 4.4387 0.0558 -0.148
C 0.5402 5.6791 0.2995 -0.195
N 2.3711 0.4825 -0.3453 -0.671
H -2.0540 -1.1617 -2.8223 0.232
H 1.8451 6.8267 1.5568 0.251
H 2.4285 0.7379 -1.3303 0.416
C 1.2052 3.5334 1.9549 -0.182
O 2.0219 -1.7428 0.9074 -0.788
H -0.2338 -4.1964 -3.1422 0.277
```

# 2
Formula: C18H24N7O7RuS2
Source: the OMol25 dataset
Level of theory: ωB97M-V/def2-TZVPD

For the LUMO energy (spin up / spin down), the calculation gives 0.2 / -1.4 eV. As for the charge: 0. The calculation puts the orbital gap (spin up / spin down) at 8.19 / 6.94 eV. The calculation puts the HOMO energy (spin up / spin down) at -8.02 / -8.31 eV. The multiplicity is 6.

XYZ file:
```
59
Properties=species:S:1:pos:R:3:lowdin_spin:R:1
C 1.2368 -3.0816 -1.1731 0.003
H -2.0326 -1.1178 1.6351 0.004
H 3.0614 -2.6362 2.8155 0.000
H -1.4458 -0.1977 3.7580 0.001
C -2.7713 -0.4908 2.1430 0.010
C -3.2595 2.8227 1.2115 0.024
O 1.0800 0.7787 3.0219 0.000
Ru -1.1588 1.0344 0.0509 3.911
H -5.1065 -0.1791 -0.1420 0.000
N -0.3347 -0.9277 -0.9985 0.077
C -0.4785 -1.7375 -2.0443 0.011
C -0.0719 2.1746 -3.0898 0.026
H -1.2713 -1.4888 -2.7409 0.001
H 1.5508 3.1994 -3.7370 0.003
C 3.6259 -1.8204 2.3829 0.002
O -2.4015 2.6779 0.2562 0.188
H -4.3947 1.5964 2.5208 0.004
H -3.4219 -1.1877 2.6900 0.002
N 1.3927 -2.2870 -0.1158 0.004
C 5.0311 0.2793 1.2183 0.000
H -2.7885 0.9453 3.7518 0.001
O 0.8094 -1.6968 2.9429 0.006
H 0.5439 2.6142 -5.0151 0.001
H -0.3790 1.3191 2.7177 0.002
S 0.3743 2.4513 -1.4568 0.149
H 5.5833 1.0967 0.7672 0.000
N 0.5870 -0.2312 0.8922 0.088
C 4.9868 -1.9364 2.1671 0.000
O -2.5995 0.5007 -1.4013 0.142
N 0.7319 2.6999 -4.0342 0.012
C -2.0841 0.4125 3.1185 0.006
S 1.2713 -0.4853 2.3192 0.013
N 7.0757 -0.9920 1.3999 0.001
H 0.1983 -3.5267 -3.0225 0.000
C -4.1088 -0.5616 0.0770 0.007
O -3.5666 -1.4205 -2.0589 0.023
C -4.1213 1.5091 1.4697 0.011
C 0.3139 -2.8540 -2.1857 0.004
O -3.5538 3.7862 1.8768 0.029
N -3.5149 0.2584 1.1282 0.101
H -2.3393 0.6981 -4.9680 0.000
H 5.5037 -2.8464 2.4523 0.000
C -1.4703 1.3477 -4.9072 0.001
C 0.5954 -1.2232 -0.0850 0.012
H 1.8815 -3.9547 -1.2094 0.000
H 7.4986 -0.3624 0.7410 0.000
N -1.1379 1.5135 -3.5025 0.002
C 2.9710 -0.6502 2.0218 0.002
C 3.6750 0.4035 1.4425 0.002
H 3.1608 1.3158 1.1615 0.000
H -4.2242 -1.5928 0.4137 0.002
C 5.7034 -0.8911 1.5819 0.001
O -1.3077 1.3813 2.3862 0.090
H -0.6554 0.8695 -5.4573 0.000
H -1.8287 1.1783 -2.8124 0.000
C -3.3738 -0.5447 -1.2371 0.018
H 7.4766 -1.9132 1.3981 0.000
H -1.7179 2.2985 -5.3842 0.000
H -5.0000 1.6729 0.8475 0.000
```